{
  "formula": "C23H28IrN3O3S3Se2",
  "method": "the ωB97M-V functional and the def2-TZVPD basis",
  "elements": ["Ir", "O", "C", "C", "C", "O", "C", "Se", "C", "Se", "H", "H", "H", "H", "H", "H", "H", "H", "H", "H", "S", "C", "N", "C", "C", "C", "C", "C", "C", "S", "H", "H", "H", "H", "C", "C", "C", "N", "C", "S", "N", "C", "O", "C", "C", "C", "C", "C", "C", "H", "H", "H", "H", "H", "H", "H", "H", "H", "H", "H", "H", "H", "H"],
  "positions_angstrom": [[0.49387, -0.12084, -0.35096], [4.63474, -1.80698, -3.06766], [3.33763, -1.28579, -3.35071], [2.31115, -2.38833, -3.13783], [2.65907, -3.54748, -4.09414], [1.74439, -4.63550, -4.03662], [0.91591, -1.89877, -3.51371], [0.22981, -0.24329, -2.73347], [2.36245, -2.92767, -1.71097], [2.38644, -1.64764, -0.23083], [5.23447, -1.07023, -2.92581], [3.28086, -0.93624, -4.39005], [3.10379, -0.44603, -2.69244], [3.67904, -3.88644, -3.89676], [2.61794, -3.18134, -5.12208], [1.89702, -5.11894, -3.21923], [0.18610, -2.67668, -3.29806], [0.87371, -1.71572, -4.58985], [3.29874, -3.46981, -1.56817], [1.53126, -3.61392, -1.54430], [0.78247, 1.06741, 1.79322], [-0.53172, 1.92592, 1.08582], [-0.85321, 1.53689, -0.12289], [-1.98439, 2.17267, -0.60454], [-2.60509, 1.93944, -1.82808], [-3.73124, 2.67547, -2.14225], [-4.23928, 3.63426, -1.26159], [-3.63075, 3.86818, -0.04181], [-2.50452, 3.12270, 0.28052], [-1.54132, 3.17549, 1.73555], [-2.20447, 1.19154, -2.49967], [-4.22900, 2.50554, -3.08750], [-5.11990, 4.19996, -1.53453], [-4.02240, 4.60949, 0.64186], [2.73322, -0.71259, 3.93323], [2.44462, -2.20341, 3.87257], [0.96596, -2.54250, 3.75819], [0.40350, -2.13942, 2.47085], [-0.75990, -1.59806, 2.19093], [-1.22240, -1.34991, 0.52550], [-1.59345, -1.30730, 3.22898], [-2.83738, -0.64208, 3.16126], [-3.51476, -0.61838, 2.17348], [-3.25266, -0.00627, 4.45062], [-4.13580, 1.06538, 4.35739], [-4.56676, 1.71181, 5.50260], [-4.13585, 1.27908, 6.74980], [-3.27035, 0.20009, 6.84922], [-2.82602, -0.43981, 5.70227], [3.79799, -0.53244, 4.07700], [2.19724, -0.23408, 4.75614], [2.44009, -0.21780, 3.00844], [2.81851, -2.70571, 4.76790], [2.96825, -2.64846, 3.02302], [0.40831, -2.09746, 4.58361], [0.83338, -3.62503, 3.84229], [1.01372, -2.28091, 1.64952], [-1.14714, -1.26432, 4.13141], [-4.46318, 1.38072, 3.37581], [-5.24203, 2.55311, 5.42424], [-4.48116, 1.77798, 7.64548], [-2.94520, -0.14918, 7.81984], [-2.17380, -1.29929, 5.81091]],
  "forces_ev_per_a": [[0.05, -0.15, -0.35], [0.02, 0.02, -0.04], [0.03, 0.02, -0.01], [0.02, 0.05, -0.05], [0.03, -0.01, 0.00], [-0.02, 0.01, 0.04], [-0.08, -0.04, 0.03], [-0.03, 0.00, 0.20], [-0.05, -0.11, 0.15], [-0.17, 0.17, 0.13], [-0.02, -0.01, 0.03], [0.00, 0.00, -0.01], [0.01, -0.02, -0.03], [0.00, 0.01, 0.00], [0.01, 0.00, -0.01], [0.01, 0.00, -0.02], [0.03, -0.01, -0.02], [0.00, 0.04, 0.01], [-0.01, -0.03, -0.01], [0.01, 0.02, 0.01], [-0.26, 0.23, -0.11], [0.14, -0.03, -0.10], [0.04, -0.05, 0.25], [-0.05, -0.03, -0.13], [-0.01, -0.01, -0.02], [0.01, 0.00, 0.01], [0.01, 0.00, 0.00], [-0.01, 0.01, -0.02], [0.05, 0.02, 0.02], [-0.03, -0.02, 0.06], [-0.01, 0.02, 0.00], [0.00, 0.00, -0.01], [-0.01, 0.00, 0.00], [0.00, 0.00, 0.01], [0.06, -0.02, -0.02], [0.01, -0.01, -0.01], [-0.13, -0.16, -0.05], [0.25, 0.10, -0.14], [-0.01, -0.24, -0.18], [0.17, 0.27, 0.11], [-0.04, 0.06, -0.04], [-0.06, -0.20, 0.14], [0.03, 0.05, -0.05], [-0.01, 0.08, -0.03], [0.03, 0.01, -0.02], [0.00, 0.00, 0.01], [0.00, -0.01, -0.01], [-0.01, 0.00, 0.00], [0.04, 0.00, 0.00], [0.01, -0.01, 0.01], [-0.02, 0.01, -0.02], [0.10, -0.08, 0.11], [0.00, 0.01, 0.00], [0.01, -0.02, -0.01], [0.08, 0.10, 0.01], [-0.03, 0.01, 0.04], [-0.10, 0.02, 0.10], [-0.01, -0.05, -0.01], [-0.02, 0.00, 0.00], [-0.01, 0.00, 0.00], [0.01, 0.01, 0.00], [0.00, 0.00, 0.01], [-0.02, -0.01, 0.00]],
  "mulliken_charge": [1.039, -0.537, -1.240, 2.143, -1.380, -0.534, -1.466, -0.298, -1.496, -0.375, 0.312, 0.462, 0.495, 0.459, 0.469, 0.348, 0.457, 0.514, 0.503, 0.516, -0.574, 0.403, -0.252, -0.144, -0.339, -0.795, -0.454, -0.641, 0.950, -0.205, 0.239, 0.402, 0.379, 0.400, -0.609, -0.536, -0.432, 0.115, 0.525, -0.318, 0.014, 0.323, -0.522, 0.592, -0.485, -0.633, -0.376, -0.782, -0.284, 0.390, 0.325, -0.134, 0.376, 0.321, 0.247, 0.137, -0.244, 0.042, 0.500, 0.393, 0.389, 0.393, 0.514],
  "homo_ev": [-7.09, -7.09],
  "relative_energy_kcal_mol": 10.0,
  "energy_ha": -7385.06814,
  "total_charge": 0
}